C26H48AuFN2PSb | ωB97M-V/def2-TZVPD

Results
LUMO, eV: 0.429
HOMO-LUMO gap, eV: 7.37
HOMO energy, eV: -6.94
M, Da: 757.383

Structure (ORCA input):
```
! wB97M-V def2-TZVPD RIJCOSX def2/J DEFGRID3
* xyz 0 1
Au 0.094 -1.183 -1.473
C 1.782 -3.010 3.576
C 0.867 -1.796 3.452
P 0.174 -1.656 1.737
C -0.863 -0.121 1.856
C -1.242 0.420 3.230
C -1.118 -2.982 1.731
C -2.233 -2.929 2.766
H 2.218 -3.081 4.573
H 2.598 -2.952 2.854
H 1.238 -3.938 3.390
H 1.443 -0.884 3.631
H 0.084 -1.830 4.214
H -1.760 -0.339 1.267
H -0.330 0.649 1.290
H -1.764 -0.318 3.837
H -1.899 1.286 3.125
H -0.364 0.745 3.789
H -0.583 -3.937 1.797
H -1.547 -2.951 0.723
H -1.848 -3.001 3.785
H -2.934 -3.751 2.620
H -2.801 -2.003 2.683
C 1.740 -4.197 -0.512
C 2.570 -3.006 -0.822
N 2.122 -1.835 -1.211
C 3.210 -1.012 -1.371
C 4.338 -1.699 -1.064
N 3.918 -2.963 -0.719
H 0.693 -3.910 -0.576
H 1.941 -4.561 0.496
H 1.927 -5.006 -1.220
H 3.094 0.012 -1.676
H 5.373 -1.416 -1.061
H 4.504 -3.728 -0.434
C -1.861 3.105 0.413
C -1.015 3.666 -0.725
C -1.855 3.720 -1.995
Sb 0.789 2.469 -0.993
C 2.082 3.592 0.356
C 1.516 3.529 1.770
C 3.489 3.008 0.342
C 1.371 3.329 -2.911
C 0.862 2.396 -4.005
C 2.865 3.571 -3.062
H -2.757 3.714 0.564
H -1.327 3.059 1.362
H -2.192 2.092 0.177
H -0.672 4.674 -0.472
H -2.226 2.726 -2.255
H -1.309 4.109 -2.854
H -2.728 4.361 -1.842
H 2.103 4.637 0.028
H 1.402 2.493 2.102
H 0.545 4.016 1.850
H 2.190 4.023 2.476
H 3.465 1.948 0.607
H 4.121 3.512 1.079
H 3.976 3.096 -0.627
H 0.855 4.291 -2.985
H 1.365 1.428 -3.953
H 1.051 2.817 -4.997
H -0.208 2.203 -3.922
H 3.439 2.651 -2.917
H 3.235 4.315 -2.356
H 3.089 3.930 -4.071
F -5.746 -4.271 -0.173
C -4.815 -3.373 -0.587
C -4.098 -3.631 -1.740
C -3.148 -2.713 -2.150
C -2.897 -1.540 -1.432
C -1.840 -0.585 -1.866
C -3.663 -1.316 -0.288
C -4.618 -2.225 0.147
H -4.288 -4.538 -2.298
H -2.568 -2.913 -3.042
H -1.998 0.389 -1.394
H -1.888 -0.439 -2.947
H -3.526 -0.397 0.269
H -5.210 -2.044 1.033
*
```